(1)
{
  "formula": "C14H25N3O3Sn",
  "method": "the ωB97M-V functional and the def2-TZVPD basis",
  "symbols": ["C", "C", "H", "H", "C", "C", "H", "H", "C", "H", "H", "H", "C", "H", "H", "H", "Sn", "O", "C", "O", "C", "O", "N", "C", "C", "H", "H", "H", "H", "C", "C", "H", "H", "H", "N", "C", "C", "N", "H", "H", "H", "H", "H", "H", "H", "H"],
  "coordinates": [[-0.92183, -1.78383, -2.76443], [-0.97075, -0.99072, -4.03555], [-0.96605, -2.85680, -2.85998], [-1.66330, -1.47813, -1.96205], [-0.83506, 0.36416, -3.93529], [-0.38840, 1.03513, -2.68886], [-1.13312, 0.72723, -1.76470], [-0.16226, 2.15218, -2.69459], [-1.27152, -1.71984, -5.30188], [-1.03804, -2.78391, -5.12672], [-0.61646, -1.30918, -6.07958], [-2.29496, -1.63706, -5.71171], [-1.33776, 1.15719, -5.10196], [-2.35890, 0.86520, -5.41246], [-0.70630, 0.95337, -5.97590], [-1.34276, 2.23924, -4.93766], [-0.37381, -1.34956, 3.03499], [-0.01454, -0.99969, 0.40785], [0.59612, -0.16537, -0.29060], [0.79030, 0.40845, 2.62991], [1.46362, 0.95250, 1.70642], [2.36634, 1.84063, 1.97764], [1.42122, 0.71446, 0.35759], [3.07498, 2.24634, 0.75947], [2.36282, 1.58726, -0.34631], [4.09948, 1.84154, 0.80834], [2.99408, 3.33117, 0.62036], [2.98331, 0.95927, -0.97172], [1.79617, 2.22919, -1.02045], [0.53247, -0.02786, -1.80929], [0.40155, -1.45137, -2.17211], [1.44658, 0.38872, -2.28251], [0.48732, -2.12998, -1.27920], [1.27674, -1.57664, -2.82590], [-1.43528, 0.42006, 4.33486], [-1.41366, 0.28476, 5.84438], [-0.78733, -1.04594, 6.24788], [0.45293, -1.22474, 5.43123], [-0.92610, 1.28031, 4.05777], [-2.41334, 0.53557, 4.01581], [-0.85308, 1.13644, 6.27595], [-2.44239, 0.30663, 6.22234], [-0.48867, -1.01015, 7.32347], [-1.47959, -1.89826, 6.02552], [1.13157, -0.45467, 5.54097], [0.95767, -2.06328, 5.72870]],
  "atomic_forces_ev_per_a": [[-0.06, 0.68, 0.10], [-1.30, 0.86, 1.06], [-0.36, -0.29, -0.44], [0.26, -0.21, -1.10], [-0.51, -1.14, -0.62], [-3.13, -2.10, 4.54], [-0.35, 2.19, -2.58], [0.05, -1.82, 0.11], [0.21, -0.07, -0.39], [-0.16, 0.41, -0.43], [-0.10, -0.36, -0.06], [0.25, 0.02, 0.48], [0.31, 0.51, -0.74], [0.43, 0.07, 0.39], [-0.08, 0.24, 0.00], [0.08, -0.16, 0.03], [-0.10, 0.28, 0.59], [0.44, 1.26, -0.78], [-1.59, 0.39, 0.30], [0.91, 0.95, -0.84], [-0.03, -0.99, -0.15], [0.05, 0.39, 0.35], [0.23, 0.51, 1.07], [0.96, 0.69, 0.31], [-1.29, -1.01, -1.49], [-0.37, 0.70, 0.44], [0.49, -0.30, 0.70], [0.37, 0.02, -0.01], [0.13, 0.31, 0.21], [2.70, 1.50, -0.32], [1.43, -2.06, 0.11], [0.44, -0.84, 1.40], [0.51, 0.76, -1.05], [-0.67, -1.02, -0.18], [-0.40, 0.37, -0.27], [-0.13, 0.00, -0.07], [0.66, 0.12, 0.10], [0.35, -0.20, -0.60], [-0.53, -0.70, 0.17], [0.72, 0.07, 0.26], [-0.32, -0.47, -0.25], [0.29, 0.21, -0.06], [-0.66, -0.24, -0.72], [0.63, 0.64, 0.38], [-0.57, -0.30, 0.14], [-0.19, 0.13, -0.09]],
  "mulliken_charge": [-0.896, 0.611, 0.444, 0.277, 0.943, -0.631, 0.233, 0.337, -1.608, 0.393, 0.371, 0.289, -1.799, 0.340, 0.335, 0.389, 1.247, -0.844, -0.081, -0.562, 0.448, -0.322, 0.322, -0.387, -0.473, 0.298, 0.350, 0.396, 0.245, 0.737, -1.195, 0.520, 0.449, 0.319, -0.492, -0.505, -0.568, -0.525, 0.286, 0.326, 0.333, 0.358, 0.389, 0.314, 0.277, 0.312],
  "homo_energy_ev": -12.696,
  "total_charge": 2
}


(2)
{
  "formula": "C5H8O2",
  "method": "the ωB97M-V functional and the def2-TZVPD basis",
  "symbols": ["C", "C", "C", "O", "C", "O", "C", "H", "H", "H", "H", "H", "H", "H", "H"],
  "coordinates": [[1.08298, -1.69891, 0.18179], [1.06684, -0.38360, 0.01164], [2.38968, 0.39695, -0.07492], [3.47069, -0.12307, -0.01070], [-0.10417, 0.51846, -0.10471], [-1.29338, -0.31154, -0.06723], [-2.48267, 0.42762, 0.01141], [0.16905, -2.26373, 0.23776], [2.02938, -2.21242, 0.24878], [2.29236, 1.49650, -0.19299], [-0.11326, 1.24610, 0.72322], [-0.08709, 1.06577, -1.06114], [-2.49177, 1.08883, 0.88875], [-3.29853, -0.28883, 0.09499], [-2.63010, 1.04185, -0.88666]],
  "atomic_forces_ev_per_a": [[-0.12, 0.36, -0.11], [1.61, 0.91, -0.10], [-0.74, -0.97, 0.17], [0.09, 0.14, -0.03], [-1.71, -1.14, -0.08], [1.05, 0.66, 0.15], [-0.09, 0.24, -0.05], [-0.15, -0.08, 0.03], [0.11, -0.02, 0.02], [-0.02, -0.06, -0.02], [-0.07, -0.07, -0.14], [0.08, 0.05, 0.18], [-0.02, -0.07, -0.04], [0.00, 0.07, -0.02], [-0.05, -0.02, 0.04]],
  "mulliken_charge": [-0.862, 0.455, -0.131, -0.470, -0.416, -0.310, -0.708, 0.332, 0.318, 0.325, 0.327, 0.330, 0.295, 0.236, 0.281],
  "homo_energy_ev": -9.980,
  "smiles": "C=C(C=O)COC"
}


(3)
{
  "formula": "C45H62GeN5O4PS2Sn",
  "method": "the ωB97M-V functional and the def2-TZVPD basis",
  "symbols": ["Sn", "C", "O", "C", "C", "O", "C", "H", "H", "H", "H", "H", "H", "H", "H", "H", "H", "C", "Ge", "C", "C", "C", "C", "C", "C", "C", "C", "C", "C", "C", "C", "C", "C", "C", "C", "C", "C", "H", "H", "H", "H", "H", "H", "H", "H", "H", "H", "H", "H", "H", "H", "H", "H", "O", "S", "C", "C", "C", "C", "H", "H", "H", "H", "H", "H", "H", "H", "S", "C", "N", "C", "C", "C", "C", "H", "H", "H", "H", "H", "N", "C", "C", "C", "C", "C", "C", "C", "H", "H", "H", "H", "H", "C", "N", "C", "P", "O", "N", "C", "C", "N", "C", "C", "H", "H", "H", "H", "H", "H", "H", "H", "H", "H", "H", "H", "H", "H", "H", "H", "H", "H"],
  "coordinates": [[0.84046, -0.39563, 0.72708], [0.66633, -1.97162, 4.24626], [0.65492, -2.44458, 2.90352], [1.55256, -3.51776, 2.67764], [1.26987, -4.06029, 1.31710], [1.46306, -3.06352, 0.30848], [1.39973, -3.67348, -0.98878], [0.37562, -2.76565, 4.93724], [-0.05902, -1.16398, 4.30971], [1.65254, -1.58947, 4.52513], [1.38080, -4.31635, 3.40591], [2.59420, -3.18874, 2.76413], [0.24442, -4.44136, 1.27379], [1.94784, -4.89487, 1.12358], [0.41816, -4.13196, -1.14453], [2.17029, -4.44253, -1.08071], [1.55831, -2.90585, -1.74158], [-1.63280, -2.02208, -0.37642], [-3.16847, -2.17804, -1.62717], [-4.49441, -1.19579, -0.58965], [-5.38118, -0.28041, -1.16761], [-6.26071, 0.45145, -0.37717], [-6.27491, 0.27025, 1.00028], [-5.41228, -0.64877, 1.58819], [-4.52520, -1.37494, 0.79713], [-3.89295, -3.73018, -2.45147], [-3.81934, -3.93577, -3.83015], [-4.48043, -5.01636, -4.40264], [-5.21146, -5.88425, -3.60272], [-5.28792, -5.68244, -2.22751], [-4.63933, -4.59936, -1.64808], [-0.87508, -1.21549, -3.38962], [-0.35752, -0.26086, -4.26764], [0.56267, -0.61359, -5.25192], [0.97658, -1.93188, -5.37818], [0.44249, -2.89828, -4.53240], [-0.47531, -2.54058, -3.55372], [-1.25151, -2.38650, 0.58564], [-5.39517, -0.13016, -2.24113], [-6.94591, 1.15377, -0.84138], [-6.96846, 0.83269, 1.61477], [-5.44086, -0.81278, 2.65920], [-3.86400, -2.09342, 1.27653], [-3.23486, -3.27135, -4.45923], [-4.42230, -5.18113, -5.47232], [-5.72986, -6.72256, -4.05260], [-5.86015, -6.36464, -1.60899], [-4.71902, -4.43883, -0.57643], [-0.72594, 0.76128, -4.21632], [0.93662, 0.13919, -5.94106], [1.68129, -2.21233, -6.15188], [0.73210, -3.93842, -4.64640], [-0.89153, -3.31159, -2.91159], [0.12239, 1.85156, 0.56538], [-0.14017, 3.01550, 1.52199], [-0.77145, 4.37614, 0.52306], [-1.98670, 4.91765, 1.27389], [-2.77140, 3.69156, 1.75344], [-1.74653, 2.70331, 2.31762], [-1.03081, 3.91100, -0.43180], [0.02828, 5.10134, 0.37584], [-2.58151, 5.56792, 0.63360], [-1.66549, 5.51738, 2.12947], [-3.30976, 3.23040, 0.92795], [-3.50447, 3.96131, 2.51083], [-1.97210, 1.65668, 2.10674], [-1.59182, 2.82390, 3.39163], [2.50083, -0.49671, -1.28700], [2.71340, 1.15929, -1.75618], [1.86462, 1.66588, -2.68086], [1.94086, 2.91076, -3.19793], [2.93499, 3.74872, -2.78835], [3.84105, 3.27751, -1.83352], [3.72706, 2.00381, -1.31105], [1.15017, 1.02675, -3.02019], [1.19661, 3.17363, -3.93868], [3.01414, 4.74297, -3.20664], [4.64690, 3.92301, -1.50282], [4.41124, 1.62657, -0.56274], [-1.11528, -0.98939, -0.93410], [-1.82521, -0.80525, -2.26411], [-2.49710, 0.52670, -2.52185], [-2.40235, 1.61898, -1.66864], [-3.09447, 2.79714, -1.96775], [-3.87214, 2.89707, -3.10987], [-3.96058, 1.80555, -3.97351], [-3.28463, 0.63581, -3.67503], [-1.79462, 1.54889, -0.77318], [-3.03995, 3.65002, -1.29724], [-4.40943, 3.81298, -3.32859], [-4.56572, 1.86850, -4.87173], [-3.36393, -0.21757, -4.34620], [4.19812, 1.32081, 5.46529], [3.26133, 1.02496, 4.36872], [1.89455, 1.47230, 4.65158], [3.79003, 0.98334, 2.80748], [2.64063, 0.64964, 1.90097], [5.06308, -0.06350, 2.84536], [4.91625, -1.34823, 3.54941], [5.82609, -0.22570, 1.58789], [4.49384, 2.38984, 2.29251], [5.69924, 2.91704, 2.95571], [3.62436, 3.44833, 1.77535], [3.91293, 0.74918, 6.35088], [4.18186, 2.38284, 5.72932], [5.21499, 1.04249, 5.19788], [1.50016, 0.92608, 5.51189], [1.25183, 1.27893, 3.79729], [1.86213, 2.54198, 4.88830], [4.30233, -1.24094, 4.43798], [5.90067, -1.70305, 3.85316], [4.46944, -2.10587, 2.89860], [6.04524, 0.74063, 1.13970], [5.28119, -0.84064, 0.86342], [6.77335, -0.71654, 1.81207], [6.32063, 2.10976, 3.33446], [5.44643, 3.58766, 3.78304], [6.28692, 3.48627, 2.23243], [2.76819, 3.01555, 1.26178], [4.18410, 4.05669, 1.06130], [3.27214, 4.11467, 2.57199]],
  "atomic_forces_ev_per_a": [[0.05, 0.10, 0.27], [0.03, -0.11, -0.21], [0.05, 0.10, 0.26], [-0.20, 0.24, 0.15], [0.10, -0.11, -0.35], [0.01, -0.28, -0.10], [0.01, 0.07, 0.17], [0.01, -0.02, 0.03], [-0.03, 0.02, -0.01], [0.06, 0.00, -0.01], [0.04, -0.04, 0.06], [-0.04, 0.07, 0.01], [-0.06, 0.04, -0.06], [0.03, -0.08, -0.02], [0.01, -0.01, 0.04], [0.01, 0.01, 0.01], [-0.02, -0.01, 0.08], [-0.13, -0.07, -0.14], [-0.05, 0.50, 0.69], [-0.21, 0.10, 0.06], [-0.02, -0.10, 0.15], [0.03, -0.07, -0.07], [0.08, -0.05, 0.05], [-0.01, -0.02, -0.11], [-0.10, 0.14, -0.02], [-0.13, -0.24, -0.29], [0.02, -0.20, 0.12], [0.03, 0.03, 0.00], [-0.01, 0.00, 0.06], [0.04, 0.05, 0.00], [0.02, -0.12, -0.25], [-0.05, 0.17, 0.10], [0.05, 0.00, -0.06], [-0.03, 0.05, 0.01], [-0.04, -0.05, 0.01], [0.00, 0.02, -0.01], [-0.01, 0.05, 0.03], [0.03, 0.09, -0.13], [0.00, -0.01, 0.06], [0.07, -0.07, 0.05], [0.04, -0.04, -0.03], [0.01, 0.01, -0.04], [-0.03, 0.07, -0.04], [-0.05, 0.00, 0.03], [-0.02, 0.01, 0.07], [0.03, 0.04, 0.03], [0.03, 0.05, -0.06], [-0.02, 0.02, -0.08], [0.08, -0.08, -0.01], [-0.04, -0.08, 0.09], [-0.03, 0.02, 0.06], [-0.03, 0.11, 0.02], [0.03, 0.03, -0.05], [0.00, 0.17, -0.27], [0.30, -0.23, 0.27], [-0.07, 0.07, -0.11], [0.05, -0.13, 0.03], [0.09, 0.04, 0.02], [-0.09, -0.04, 0.04], [-0.03, 0.08, 0.02], [-0.04, -0.03, -0.01], [0.01, -0.01, -0.02], [0.01, -0.01, -0.04], [-0.01, -0.03, -0.09], [-0.02, -0.02, 0.01], [-0.03, 0.02, 0.05], [0.01, 0.01, -0.07], [0.14, 0.22, -0.06], [-0.26, -0.09, -0.05], [0.04, 0.10, -0.02], [-0.13, -0.26, 0.00], [0.10, 0.16, 0.01], [0.07, -0.05, 0.12], [0.16, 0.14, 0.04], [-0.13, -0.08, -0.08], [0.02, -0.06, 0.06], [0.01, -0.07, 0.03], [-0.04, -0.05, -0.01], [-0.01, 0.05, -0.04], [0.07, 0.25, -0.20], [0.01, -0.29, -0.29], [0.23, -0.02, 0.13], [-0.09, 0.04, -0.08], [0.01, -0.08, 0.01], [0.03, -0.06, -0.03], [0.00, 0.04, 0.06], [0.05, -0.02, 0.01], [-0.03, -0.02, -0.04], [0.00, -0.08, -0.05], [0.04, -0.08, 0.01], [0.06, -0.01, 0.09], [-0.01, 0.09, 0.06], [-0.16, -0.06, -0.06], [-0.12, 0.18, 0.31], [0.16, -0.08, 0.09], [0.28, -0.19, 0.05], [-0.20, 0.10, -0.09], [0.01, -0.32, -0.28], [0.08, 0.16, -0.11], [-0.04, 0.00, 0.24], [0.07, 0.33, -0.07], [-0.16, -0.01, -0.14], [0.13, -0.05, 0.06], [-0.03, 0.01, -0.03], [-0.01, -0.02, -0.03], [-0.05, -0.02, -0.05], [0.04, 0.01, -0.01], [0.00, -0.04, -0.05], [0.02, -0.02, -0.03], [-0.04, 0.06, 0.01], [0.03, 0.03, -0.02], [0.01, 0.02, -0.02], [-0.04, 0.02, 0.06], [-0.02, 0.02, 0.03], [-0.03, 0.01, 0.04], [-0.06, -0.04, -0.03], [-0.02, -0.03, -0.02], [-0.04, -0.02, -0.01], [0.02, -0.04, 0.03], [0.03, 0.00, 0.03], [-0.01, -0.04, -0.01]],
  "mulliken_charge": [2.141, -0.746, -0.011, -0.101, -0.803, -0.090, -0.646, 0.380, 0.195, 0.186, 0.484, -0.179, 0.357, 0.421, 0.307, 0.441, -0.034, -1.400, 0.171, 0.136, 0.073, -0.717, -0.596, -0.826, -0.238, 0.568, -0.080, -0.717, -0.546, -0.669, -0.551, 1.168, -0.894, -0.283, -0.875, -1.247, -0.644, 0.789, 0.446, 0.449, 0.444, 0.453, 0.371, 0.341, 0.415, 0.397, 0.417, 0.383, 0.687, 0.495, 0.463, 0.499, 0.867, -0.481, 0.470, -0.286, -0.942, -0.314, -0.736, -0.098, 0.521, 0.430, 0.356, 0.101, 0.428, 0.156, 0.602, -0.600, 0.608, 0.339, 0.039, -1.133, -0.048, -0.853, -0.307, 0.506, 0.461, 0.529, 0.397, 0.023, 0.221, -0.024, 0.280, -0.597, -1.058, -1.017, 0.381, 0.312, 0.111, 0.428, 0.437, 0.381, -1.208, 0.680, -0.938, -1.204, 0.283, 0.307, -0.934, -0.807, 0.668, -1.123, -0.856, 0.376, 0.286, 0.390, 0.411, -0.014, 0.289, 0.364, 0.387, 0.146, 0.290, 0.162, 0.410, 0.364, 0.294, 0.381, -0.085, 0.320, 0.292],
  "homo_energy_ev": -12.520,
  "total_charge": 2
}